A single C8H8N2O molecule at a distorted geometry, computed with wB97M-V/def2-TZVPD.

Results
SMILES: COC1(c2ccccc2)N=N1
highest occupied orbital energy: -8.992 eV
frontier orbital gap: 9.33 eV
LUMO: 0.335 eV
DFT total energy: -13449.83218 eV
relative energy (zero: lowest compared OMol25 entry of this formula, charge and spin): 4.396 eV

```
19
C8H8N2O wB97M-V/def2-TZVPD
C 1.2984 0.5574 2.6481
C 1.7304 1.3945 1.6767
C 0.3902 -0.4362 2.3419
C 1.1991 1.3935 0.3949
C -0.0785 -0.5484 1.0610
C 0.3043 0.3987 0.0649
C -0.1820 0.2650 -1.3053
C -0.0758 -1.6022 -2.6922
N 0.2141 1.0943 -2.4360
N -0.8434 1.4543 -1.9022
O -0.7653 -1.0047 -1.6164
H 1.8263 0.6928 3.5745
H 2.4911 2.1622 1.9280
H -0.0211 -1.0061 3.1248
H 1.8322 1.9424 -0.3266
H -0.8617 -1.0694 0.7792
H 0.7845 -2.1169 -2.3814
H 0.2567 -0.9693 -3.4098
H -0.8232 -2.4505 -3.0580
```

=====

A gas-phase ion, CH3O3 (charge +1) at a distorted geometry, computed with wB97M-V/def2-TZVPD.

Results
highest occupied orbital energy: -17.599 eV
frontier orbital gap: 10.78 eV
LUMO: -6.819 eV
DFT total energy: -7215.30297 eV
relative energy (zero: lowest compared OMol25 entry of this formula, charge and spin): 0.545 eV
total charge: +1

```
7
CH3O3 wB97M-V/def2-TZVPD
C 0.6040 -0.0653 0.3736
O 1.6236 0.0103 -0.2149
O -0.4557 -0.7860 -0.0307
O -1.2760 0.2375 -0.4362
H 1.7691 -0.7424 -0.8104
H 0.1438 0.6460 1.0565
H -2.1245 0.1079 -0.1063
```

=====

3 unconnected molecules or ions with the total composition C3H13NO2 at a distorted geometry, computed with wB97M-V/def2-TZVPD.

Results
SMILES: CN(C)C.O.O
highest occupied orbital energy: -8.272 eV
frontier orbital gap: 8.79 eV
LUMO: 0.519 eV
DFT total energy: -8905.65000 eV
relative energy (zero: lowest compared OMol25 entry of this formula, charge and spin): 1.776 eV

```
19
C3H13NO2 wB97M-V/def2-TZVPD
C -0.1612 0.2506 2.2785
N -1.0589 -0.5560 1.4849
C -0.6118 -1.8802 1.1617
C -2.4601 -0.2664 1.7498
H 0.2615 -0.2390 3.1532
H -0.4214 1.2555 2.5875
H 0.7515 0.4080 1.6641
H -0.9801 -2.6986 1.8167
H -1.0010 -2.1619 0.1768
H 0.4583 -1.9482 1.0642
H -2.9828 -0.8371 2.5287
H -3.0048 -0.2666 0.8147
H -2.4946 0.8322 2.0375
H 3.6750 0.5777 -2.5062
H 4.2713 0.0659 -3.7025
O 3.9614 0.9189 -3.3651
H -1.2099 1.3105 -2.5892
H -0.1005 1.1270 -1.5852
O -0.2484 1.3184 -2.5213
```

=====

7 unconnected molecules or ions with the total composition C21H56O7 at a distorted geometry, computed with wB97M-V/def2-TZVPD.

Results
SMILES: CC(C)O.CC(C)O.CC(C)O.CC(C)O.CC(C)O.CC(C)O.CC(C)O
highest occupied orbital energy: -9.560 eV
frontier orbital gap: 10.11 eV
LUMO: 0.549 eV
DFT total energy: -37016.50357 eV
relative energy (zero: lowest compared OMol25 entry of this formula, charge and spin): 1.843 eV

```
84
C21H56O7 wB97M-V/def2-TZVPD
C -2.4771 -4.6034 1.2359
C -1.9177 -5.3291 2.4403
C -2.7927 -5.1479 3.6940
O -1.9291 -6.7192 2.1055
H -1.8746 -4.7982 0.3470
H -2.4779 -3.5188 1.3551
H -3.5015 -4.9115 1.0286
H -0.8679 -5.0857 2.6367
H -2.8026 -4.1238 4.0685
H -2.4953 -5.8435 4.4793
H -3.8111 -5.4357 3.4238
H -1.5626 -7.2754 2.7936
C -0.0221 4.1343 -2.0766
C 0.0044 5.5757 -2.5771
C -0.1352 6.5777 -1.4172
O 1.2237 5.7493 -3.2855
H 0.9257 3.9810 -1.5539
H -0.1159 3.4440 -2.9157
H -0.8328 3.8606 -1.3963
H -0.8485 5.7105 -3.2417
H 0.3713 7.5041 -1.6948
H 0.3500 6.2135 -0.5120
H -1.1977 6.7833 -1.3009
H 1.9296 5.7486 -2.6242
C 1.1644 0.7345 -0.2390
C 0.0394 -0.1760 -0.6816
C -0.2292 -1.2051 0.4028
O -1.1578 0.5065 -1.0166
H 2.0636 0.1634 0.0093
H 0.9959 1.2799 0.6928
H 1.4695 1.4694 -0.9858
H 0.4214 -0.6547 -1.5962
H -0.9612 -2.0049 0.2488
H -0.5171 -0.7068 1.3307
H 0.6640 -1.8251 0.5610
H -1.7721 -0.1814 -1.3266
C -1.1336 -0.0966 4.4888
C 0.0064 0.8911 4.7437
C 0.2692 1.8477 3.5755
O -0.4499 1.6954 5.8745
H -0.8707 -0.8154 3.6997
H -2.0320 0.3795 4.0959
H -1.3389 -0.6445 5.4041
H 0.9504 0.4796 5.0924
H 0.4164 1.2482 2.6766
H 1.2325 2.3526 3.7227
H -0.3851 2.7141 3.4774
H -1.0241 2.3848 5.5343
C 4.6264 3.7559 0.0362
C 4.5311 5.1931 -0.4981
C 5.9036 5.7791 -0.8386
O 3.6687 5.2362 -1.6622
H 5.6185 3.3691 -0.1919
H 3.8096 3.1382 -0.3188
H 4.5774 3.8664 1.1228
H 4.0492 5.8945 0.1799
H 5.8132 6.8223 -1.1316
H 6.3639 5.2261 -1.6583
H 6.5067 5.6741 0.0654
H 3.9300 4.5077 -2.2379
C -5.5806 -1.5794 -2.1072
C -4.2745 -1.0044 -2.6189
C -4.2728 0.5118 -2.7203
O -3.2389 -1.3941 -1.6870
H -6.4749 -1.1721 -2.5794
H -5.6749 -1.3779 -1.0368
H -5.5792 -2.6683 -2.1841
H -4.0141 -1.4309 -3.5915
H -5.0581 0.8632 -3.3891
H -3.3360 0.8641 -3.1626
H -4.2998 0.9770 -1.7348
H -2.6874 -2.0687 -2.0963
C 2.4780 -6.2235 -1.2053
C 1.7430 -4.8819 -1.2139
C 2.3707 -3.9292 -2.2268
O 0.3744 -5.0209 -1.5388
H 2.3356 -6.7598 -2.1507
H 2.0348 -6.8698 -0.4440
H 3.5557 -6.1089 -1.1058
H 1.8244 -4.4815 -0.1926
H 3.4529 -3.9896 -2.1729
H 1.8851 -2.9544 -2.2349
H 2.0863 -4.3276 -3.2103
H -0.0115 -5.7626 -1.0603
```

=====

A single C20H18O molecule at a distorted geometry, computed with wB97M-V/def2-TZVPD.

Results
SMILES: O=C1C2=CC=CC[C@H]2C2=C3[C@H]1C=C[C@H]1C=CC[C@H](C=C2)[C@@H]31
highest occupied orbital energy: -8.036 eV
frontier orbital gap: 7.81 eV
LUMO: -0.229 eV
DFT total energy: -23076.66433 eV
relative energy (zero: lowest compared OMol25 entry of this formula, charge and spin): 1.722 eV

```
39
C20H18O wB97M-V/def2-TZVPD
O -0.4156 3.7400 0.0288
C -0.6420 2.5337 0.1570
C -4.3582 2.2741 -0.8789
C -3.0134 2.8133 -0.5976
C -1.0805 -1.8347 -0.2176
C 1.8668 2.1436 0.5530
C -4.5694 0.9356 -0.8490
C 3.7247 -2.2942 0.8196
C -1.9931 1.9841 -0.1554
C -0.9599 -0.3730 0.0607
C 2.9736 1.3848 0.2591
C 3.7898 -0.9115 0.7914
C 0.0034 -2.6912 -0.0894
C 0.3091 0.1793 0.2117
C 0.4470 1.6197 0.7360
C -3.4352 -0.0553 -0.6247
C 2.5758 -2.9564 0.0281
C -2.2488 0.5131 0.1549
C 2.9192 -0.0924 -0.1385
C 1.3365 -2.1068 0.3359
C 1.4944 -0.6779 -0.2691
H -5.2021 2.9404 -1.0448
H -2.7989 3.8606 -0.7911
H -2.0149 -2.3136 -0.5342
H 1.9921 3.2110 0.7338
H -5.5607 0.5363 -1.0767
H 4.3928 -2.8912 1.4515
H 3.9515 1.8611 0.1988
H 4.5734 -0.4586 1.3701
H -0.1313 -3.7676 -0.2767
H 0.2972 1.5418 1.8058
H -3.0958 -0.3901 -1.5912
H -3.8297 -0.9089 -0.0532
H 2.7920 -2.8750 -1.0314
H 2.4366 -4.0043 0.3034
H -2.5309 0.4751 1.2290
H 3.4355 -0.1871 -1.0889
H 1.2632 -2.0093 1.4326
H 1.3060 -0.7487 -1.3525
```

=====

A molecular structure, C10H22FIN2O4S at a distorted geometry, computed with wB97M-V/def2-TZVPD.

Results
highest occupied orbital energy: -9.171 eV
frontier orbital gap: 8.82 eV
LUMO: -0.350 eV
DFT total energy: -43547.97040 eV

```
41
C10H22FIN2O4S wB97M-V/def2-TZVPD
N 3.0531 -0.5280 2.9642
C 2.8743 0.6104 2.0663
C 1.4335 0.6051 1.3893
N 0.6906 -0.5979 1.7913
I 0.6268 -2.0499 0.3357
S -0.7744 -0.2716 2.4227
O -1.8254 -0.4724 1.5147
O -0.7834 0.9443 3.1318
F -0.9536 -1.4020 3.4681
H 3.6221 -1.2530 2.5537
H 3.4056 -0.2538 3.8681
H 3.0048 1.5209 2.6447
H 3.6227 0.5542 1.2755
H 1.5872 0.6289 0.3151
H 0.9552 1.5311 1.6946
C -2.9287 4.2342 0.7772
C -2.4717 4.5571 2.1952
C -1.0262 4.0864 2.1682
O -0.5620 4.2628 0.8210
C -1.6758 4.5395 -0.0318
H -3.7938 4.8107 0.4517
H -3.1762 3.1730 0.6990
H -2.5135 5.6364 2.3633
H -3.0614 4.0695 2.9700
H -0.9507 3.0274 2.4163
H -0.3862 4.6498 2.8495
H -1.6347 5.5973 -0.3155
H -1.5989 3.9351 -0.9366
C -0.4279 -4.7625 -4.1906
C 1.0637 -5.0592 -4.0844
C 1.6092 -3.7338 -3.5744
O 0.5725 -3.1436 -2.7797
C -0.6533 -3.8608 -2.9870
H -1.0558 -5.6518 -4.1759
H -0.6332 -4.2151 -5.1134
H 1.2349 -5.8455 -3.3454
H 1.5185 -5.3707 -5.0233
H 1.8341 -3.0519 -4.4005
H 2.5081 -3.8515 -2.9682
H -0.8625 -4.4476 -2.0860
H -1.4676 -3.1517 -3.1346
```